1.
Formula: C2H6ClO2P
Source: OMol25
Level of theory: ωB97M-V/def2-TZVPD

SMILES string = CCO[P@H](=O)Cl
Orbital gap = 11.43 eV
LUMO energy = 0.0267 Ha
Maximum force = 7.092 eV/A
Relative energy (zero: lowest compared OMol25 entry of this formula, charge and spin) = 31.2 kcal/mol
HOMO = -0.393 Eh

Last column: natural (NBO) charge in e.
Element x y z (Å)
1 Cl 1.572173 2.721476 1.597418  -0.270
2 P 0.809775 2.548366 -0.256058  1.880
3 O 1.360395 3.420241 -1.267352  -1.005
4 O 1.308804 0.829663 -0.682075  -0.770
5 C -0.450944 -0.650871 -0.570766  -0.633
6 C 0.726102 -0.154193 0.159788  -0.095
7 H 1.419177 -1.128136 0.108982  0.179
8 H -0.969519 -1.501448 -0.134261  0.218
9 H -0.437527 2.326948 -0.022717  -0.107
10 H -1.241398 0.122920 -0.597963  0.184
11 H -0.102894 -0.781263 -1.611991  0.231
12 H 0.686493 0.098911 1.207722  0.188

Atoms 1-2, force components in eV/Å:
Cl -0.21 0.21 -0.10
P 5.17 -4.70 -1.23


2.
Formula: C2H2ClFO2
Source: OMol25
Level of theory: ωB97M-V/def2-TZVPD

Orbital gap = 9.47 eV
LUMO energy = -0.0498 Ha
Maximum force = 5.036 eV/A
Relative energy (zero: lowest compared OMol25 entry of this formula, charge and spin) = 70.7 kcal/mol
HOMO = -0.398 Eh

Last column: natural (NBO) charge in e.
Element x y z (Å)
1 Cl -2.516994 0.131228 -0.839356  -0.051
2 F -0.120711 -1.794284 -0.371090  -0.262
3 O -0.702229 1.640682 0.351509  -0.422
4 O 1.637314 0.172188 -0.540010  -0.834
5 C -0.050079 -0.602646 0.198090  0.425
6 C -0.947664 0.565924 -0.067308  0.476
7 H 0.381056 -0.582872 1.174346  0.207
8 H 2.319310 0.469780 0.093817  0.462

Atoms 1-2, force components in eV/Å:
Cl 0.86 0.17 0.21
F -0.53 1.50 0.32


3.
Formula: C16H23NO3
Source: OMol25
Level of theory: ωB97M-V/def2-TZVPD

SMILES string = COc1ccc(C(=O)[C@H]2CCCN(CCO)C2)c(C)c1
Orbital gap = 7.90 eV
LUMO energy = -0.0144 Ha
Maximum force = 12.779 eV/A
Relative energy (zero: lowest compared OMol25 entry of this formula, charge and spin) = 374.2 kcal/mol
HOMO = -0.305 Eh

Last column: natural (NBO) charge in e.
Element x y z (Å)
1 O -4.408623 2.729929 0.632547  -0.733
2 O 0.433806 -2.889598 -1.830572  -0.552
3 O 4.266674 2.268607 0.027430  -0.511
4 N -3.212259 -0.264500 -0.004681  -0.475
5 C -1.115156 -1.494248 -0.259511  -0.385
6 C 2.418019 -2.348562 0.773609  -0.584
7 C 3.276397 -0.239406 0.344889  -0.243
8 C 1.175373 -0.889626 -0.496081  -0.140
9 C 3.271628 1.136847 -0.168768  0.338
10 C -3.755801 2.343612 -0.674883  -0.102
11 C 2.154845 1.443284 -1.170187  -0.246
12 C -0.894689 -1.466636 1.165244  -0.343
13 C -2.415614 -1.446128 1.935681  -0.406
14 C -1.838129 -0.299027 -0.862084  -0.199
15 C -3.994597 0.692208 -0.774390  -0.249
16 C 0.106069 -1.680360 -1.077844  0.600
17 C 5.219102 1.975374 1.040858  -0.262
18 C -3.006715 -0.291663 1.361852  -0.150
19 C 2.238270 -1.124010 0.288204  -0.118
20 C 1.229016 0.482828 -1.450617  -0.159
21 H 2.241948 2.318699 -1.600133  0.210
22 H -0.586395 -2.463374 1.688567  0.230
23 H -1.232917 0.507972 -0.431238  0.187
24 H 0.435379 0.853856 -2.055487  0.215
25 H -4.098477 0.220168 -1.826254  0.208
26 H -2.413491 -1.230103 3.096249  0.224
27 H -1.733668 -2.216912 -0.556808  0.236
28 H 3.430471 -2.641664 1.293122  0.258
29 H -4.112447 0.014936 1.897793  0.202
30 H -1.965978 -0.400786 -1.842512  0.209
31 H -3.010230 -2.136418 1.663858  0.205
32 H -5.037205 0.517224 -0.319101  0.207
33 H -2.443537 0.916583 1.382687  0.082
34 H 4.705903 1.748546 2.002038  0.180
35 H 4.112014 -0.371415 1.365610  0.205
36 H 1.726698 -2.998247 0.508181  0.239
37 H 5.962453 1.135248 0.639533  0.189
38 H 1.969256 -2.230983 1.971885  0.198
39 H -3.901086 2.309595 1.365724  0.474
40 H -2.699984 2.476398 -0.756859  0.175
41 H -0.390136 -0.756930 1.439221  0.181
42 H 5.606445 2.971019 1.182788  0.204
43 H -4.308155 2.681813 -1.595504  0.202

Atoms 1-2, force components in eV/Å:
O 1.55 -0.13 -1.78
O -2.52 7.80 4.07


4.
Formula: C3H15NO5
Source: OMol25
Level of theory: ωB97M-V/def2-TZVPD

SMILES string = NCCC=O.O.O.O.O
Orbital gap = 10.00 eV
LUMO energy = 0.0221 Ha
Maximum force = 2.050 eV/A
Relative energy (zero: lowest compared OMol25 entry of this formula, charge and spin) = 35.4 kcal/mol
HOMO = -0.345 Eh

Last column: natural (NBO) charge in e.
Element x y z (Å)
1 O 0.503382 -0.001343 -3.174528  -0.559
2 O 1.496021 -2.397613 -2.058763  -0.988
3 O 0.987825 -3.080044 0.649843  -0.983
4 O -2.294216 2.917887 2.667404  -0.946
5 O 0.547519 -0.960656 2.474560  -0.989
6 N 0.311438 1.683467 0.982258  -0.829
7 C -0.344896 0.600433 -2.563965  0.472
8 C -0.484314 0.431883 -1.053612  -0.556
9 C -0.340263 1.775814 -0.330645  -0.222
10 H 2.357595 -2.590807 -2.441438  0.479
11 H 1.131762 -1.674298 -2.589161  0.505
12 H 0.128642 -0.360182 -0.597249  0.231
13 H -1.356931 2.152971 -0.204687  0.204
14 H -1.417508 -0.092939 -0.781346  0.233
15 H -1.355444 2.808945 2.476932  0.478
16 H -1.071632 1.270169 -3.048044  0.125
17 H 0.864038 -1.504781 1.735636  0.503
18 H 1.376230 -2.696393 -0.153621  0.503
19 H 0.149931 -1.498107 3.157073  0.474
20 H 0.249337 2.479150 -0.921468  0.187
21 H -0.298746 1.324013 1.702022  0.365
22 H -2.656009 2.069787 2.918022  0.468
23 H 1.117254 1.098764 0.851489  0.362
24 H 0.398979 -3.756131 0.303295  0.480

Atoms 1-2, force components in eV/Å:
O -0.12 0.23 -0.78
O 0.18 -0.30 0.09


5.
Formula: C42H50ClNO6SeTa
Source: OMol25
Level of theory: ωB97M-V/def2-TZVPD

Orbital gap = 6.29 eV
LUMO energy = -0.1689 Ha
Charge = +1
Maximum force = 0.627 eV/A
Relative energy (zero: lowest compared OMol25 entry of this formula, charge and spin) = 14.2 kcal/mol
HOMO = -0.400 Eh

Last column: Löwdin charge in e.
Element x y z (Å)
1 Ta 0.654728 -1.917551 0.634406  1.788
2 Se -1.628227 -0.658252 -0.407098  1.264
3 Cl -6.221118 -4.584230 1.710338  0.686
4 O 3.346640 -4.964960 7.495548  0.106
5 O 0.564717 -0.185966 1.435868  -0.295
6 O 1.180157 -1.440704 -1.120533  -0.297
7 O 5.034414 -4.854028 6.155875  0.101
8 O 2.612349 -2.547613 0.915314  -0.114
9 O 0.494425 -2.683444 2.497257  -0.184
10 N 3.863679 -4.711876 6.430958  -0.352
11 C -4.299457 -3.990559 -0.093592  -0.092
12 C 1.386583 -0.439380 -3.305525  -0.074
13 C -1.247191 1.595164 -5.280887  -0.555
14 C 2.987011 -4.174239 5.374229  -0.117
15 C 1.620721 -3.988402 5.647146  0.061
16 C -1.628461 2.965317 -4.701799  -0.039
17 C 2.670691 -3.347995 3.154319  -0.103
18 C 2.635662 1.921556 2.313997  -0.030
19 C -3.557791 -4.465327 2.146226  -0.092
20 C -2.983804 -3.784372 -0.476510  -0.082
21 C -2.513974 0.869986 -5.755782  -0.040
22 C 3.434889 -0.447071 -4.794265  -0.061
23 C -0.185669 0.954069 1.390263  -0.299
24 C 1.424005 3.386400 3.896356  -0.060
25 C 3.697733 -0.334384 -2.334393  -0.031
26 C -2.719648 4.439852 1.035290  -0.556
27 C -0.531620 -3.640798 0.013139  -0.267
28 C 3.233021 -3.038179 1.903590  -0.073
29 C -2.246955 -4.253906 1.749560  -0.045
30 C -1.288999 0.962780 0.548873  -0.379
31 C -0.335333 1.816015 -6.487591  -0.059
32 C 1.188970 0.934095 4.130521  -0.031
33 C -0.664460 -0.271661 -2.031168  -0.357
34 C -4.152336 4.071358 1.444907  -0.039
35 C -4.580188 -4.325152 1.221162  -0.669
36 C -1.276279 0.452542 -3.032460  -0.048
37 C -1.938702 -3.903516 0.437106  -0.345
38 C -2.248429 5.600372 1.911508  -0.060
39 C 2.895708 -2.449893 -3.452174  -0.030
40 C 1.330496 2.075736 3.111426  -0.527
41 C -2.708533 4.902198 -0.428654  -0.041
42 C -2.112782 2.064183 0.440091  -0.043
43 C 0.651796 -0.717786 -2.156509  -0.286
44 C 0.130374 2.070581 2.159837  -0.075
45 C -1.824543 3.209423 1.176318  -0.146
46 C 1.286932 -3.156180 3.413993  -0.284
47 C -0.714973 3.172980 2.018314  0.057
48 C 0.785135 -3.490397 4.683833  0.041
49 C 3.516308 -3.869462 4.162056  0.081
50 C -0.570003 0.767369 -4.190231  -0.145
51 C 0.740132 0.310881 -4.290129  0.057
52 C 2.835071 -0.914910 -3.466519  -0.528
53 H 2.885682 -0.840346 -5.651610  0.092
54 H 1.252162 -4.247056 6.630370  0.136
55 H 1.565555 4.245546 3.238359  0.092
56 H -1.697476 5.163694 -0.746605  0.093
57 H -3.238489 0.744225 -4.949612  0.078
58 H 2.303944 -2.864752 -4.270287  0.095
59 H 0.283846 1.062883 4.727125  0.097
60 H -2.260364 5.339396 2.971540  0.091
61 H -3.790736 -4.744608 3.164565  0.109
62 H -2.972792 2.027204 -0.216762  0.112
63 H -3.342794 5.782263 -0.547364  0.090
64 H 1.292486 0.546123 -5.185096  0.090
65 H -1.242065 5.928630 1.643638  0.091
66 H 1.142349 -0.041778 3.647085  0.059
67 H 3.487543 1.953913 2.996229  0.090
68 H 3.408886 -0.725468 -1.359891  0.062
69 H -4.803089 4.942083 1.348658  0.090
70 H -2.272313 -0.117921 -6.151949  0.094
71 H -2.124671 3.568582 -5.463865  0.091
72 H 3.465949 0.641654 -4.867457  0.093
73 H -2.997389 1.445743 -6.546676  0.090
74 H -1.450189 -4.372040 2.474024  0.100
75 H -0.742348 3.504539 -4.361658  0.093
76 H 0.142860 -4.401042 0.450137  0.080
77 H 4.295658 -3.228496 1.741485  0.159
78 H 4.571785 -4.023247 3.977479  0.142
79 H 2.043732 0.941053 4.809990  0.091
80 H -3.085692 4.128757 -1.100072  0.073
81 H -5.104629 -3.902922 -0.809981  0.111
82 H 2.531197 -2.866042 -2.515281  0.068
83 H 2.284353 3.338582 4.564859  0.091
84 H 4.460316 -0.810918 -4.865363  0.091
85 H -0.041862 0.872234 -6.951429  0.092
86 H 0.538552 3.558265 4.510699  0.093
87 H -2.766979 -3.536387 -1.509863  0.115
88 H -4.563234 3.279309 0.816882  0.079
89 H -4.185835 3.732550 2.481875  0.094
90 H 3.928606 -2.776099 -3.587235  0.091
91 H 3.617734 0.754091 -2.307555  0.097
92 H 0.567080 2.369068 -6.219707  0.090
93 H 4.745154 -0.590313 -2.504640  0.091
94 H 2.746754 2.739072 1.599191  0.096
95 H -2.311862 2.869666 -3.856005  0.073
96 H -0.267534 -3.335373 4.876628  0.134
97 H -0.491108 4.052825 2.599241  0.090
98 H -0.867674 2.400893 -7.238255  0.091
99 H -2.918843 6.449400 1.774505  0.091
100 H -0.418883 -3.708307 -1.073298  0.076
101 H -2.301354 0.777269 -2.904644  0.110
102 H 2.675113 0.982940 1.763832  0.067

Atoms 1-2, force components in eV/Å:
Ta -0.49 0.40 0.00
Se 0.10 0.00 -0.05


6.
Formula: C37H43Br2ClNO6
Source: OMol25
Level of theory: ωB97M-V/def2-TZVPD

Orbital gap = 6.57 eV
LUMO energy = -0.1485 Ha
Charge = +1
Maximum force = 0.734 eV/A
HOMO = -0.390 Eh

Last column: Löwdin charge in e.
Element x y z (Å)
1 Br -1.988854 3.550514 1.210795  0.804
2 Br -2.156217 6.080979 -2.607068  0.873
3 Cl -3.285300 1.773295 -2.387851  0.872
4 O 4.616861 3.478958 2.514845  0.205
5 O 1.853245 7.214081 -0.399744  -0.056
6 O 2.097960 1.807773 0.621689  0.164
7 O 3.673093 3.410807 0.467696  0.108
8 O -1.269269 -2.845417 -3.654072  0.089
9 O -0.102229 -4.036380 -2.170170  0.154
10 N 0.978638 2.686179 -1.745467  0.091
11 C 4.492056 2.857993 1.520278  -0.415
12 C 0.086422 3.708683 -1.564808  -0.111
13 C 5.130418 1.549346 1.177738  0.047
14 C -0.730836 1.205662 -2.315988  -0.010
15 C 0.964801 -2.073624 -3.011254  -0.088
16 C 1.470566 -7.289879 2.917226  -0.116
17 C -4.908955 -1.308170 -1.683398  -0.122
18 C -0.783764 -8.198949 4.255053  -0.093
19 C 1.279356 5.837860 -2.274154  -0.160
20 C 0.592171 1.424534 -2.087881  -0.125
21 C -0.163991 -3.073975 -2.870980  -0.510
22 C 3.522793 -1.422857 3.356323  -0.099
23 C 0.621491 5.032200 -1.132700  -0.125
24 C 2.398476 2.927174 -1.468835  0.007
25 C -3.918518 5.453952 0.280717  -0.122
26 C 3.674957 -2.696381 3.887777  -0.083
27 C -1.656875 2.214059 -2.135502  -0.529
28 C 1.643457 -2.191678 2.068891  -0.097
29 C 0.442359 -8.167320 4.904469  -0.093
30 C 1.791461 -3.463147 2.602735  -0.079
31 C 1.021772 -1.091124 -1.820048  -0.147
32 C -7.034388 -1.129006 -0.577523  -0.090
33 C 2.507895 -1.171121 2.442579  -0.105
34 C 2.811154 -3.715294 3.509555  -0.079
35 C 1.570655 -7.715039 4.234779  -0.100
36 C 0.243760 -7.318736 2.267998  -0.103
37 C -7.137946 -2.512687 -0.558856  -0.085
38 C 2.254825 6.884081 -1.718073  -0.236
39 C -2.313257 4.525357 -1.449320  -0.703
40 C 1.580379 0.297332 -2.200762  -0.092
41 C -2.471487 5.007211 0.005574  -0.748
42 C -5.012827 -2.692513 -1.667656  -0.089
43 C -5.919072 -0.526155 -1.141089  -0.108
44 C -6.129299 -3.294058 -1.105357  -0.084
45 C -0.883089 -7.776295 2.936686  -0.094
46 C -1.260878 3.488493 -1.726508  -0.262
47 C 2.693157 2.636492 -0.005195  -0.464
48 H -8.006722 -2.982940 -0.117849  0.105
49 H 1.114857 -4.257739 2.314957  0.096
50 H -4.281668 5.038205 1.213039  0.060
51 H 2.528036 -7.695211 4.739952  0.101
52 H 1.733471 -1.499560 -1.107683  0.115
53 H -4.036184 -0.842139 -2.119368  0.038
54 H -1.825563 5.856884 0.194864  0.070
55 H 1.963768 0.287625 -3.223800  0.142
56 H 5.242048 1.442531 0.100950  0.096
57 H -1.662769 -8.554267 4.776691  0.102
58 H 0.845084 -1.992306 1.363955  0.092
59 H 6.094683 1.482419 1.665447  0.107
60 H 2.379954 -0.177189 2.029981  0.070
61 H 2.350597 -6.935838 2.394133  0.099
62 H 4.472153 0.757180 1.530941  0.073
63 H 4.190823 -0.626271 3.660968  0.098
64 H 1.358101 4.894380 -0.343548  0.128
65 H 3.022535 2.264889 -2.056783  0.146
66 H -1.838819 -7.805154 2.429727  0.101
67 H -6.213595 -4.372499 -1.093516  0.105
68 H 2.215333 7.767129 -2.358024  0.123
69 H 2.928500 -4.708151 3.923974  0.095
70 H -1.066054 0.224914 -2.603713  0.110
71 H 3.286945 6.522053 -1.756183  0.118
72 H -1.594196 -1.947203 -3.531950  0.093
73 H 2.420106 0.494183 -1.547536  0.099
74 H -3.264918 4.108536 -1.740978  0.028
75 H 4.465112 -2.894005 4.600151  0.105
76 H -0.170273 5.634829 -0.709291  0.081
77 H 0.526920 6.326966 -2.885620  0.058
78 H 0.166316 -6.986168 1.240355  0.100
79 H -4.226236 -3.302934 -2.093438  0.100
80 H 0.887598 -1.563035 -3.969386  0.119
81 H 0.518839 -8.496776 5.932370  0.102
82 H -5.841801 0.554643 -1.154743  0.081
83 H -4.587580 5.166880 -0.527020  0.081
84 H 1.879715 -2.660526 -3.016370  0.133
85 H -7.822568 -0.521306 -0.153148  0.103
86 H -3.954349 6.537639 0.362594  0.085
87 H 1.835655 5.191191 -2.952813  0.111
88 H 0.076334 -1.029170 -1.285975  0.119
89 H 2.307218 8.016285 -0.129427  0.102
90 H 2.695466 3.937818 -1.700031  0.118

Atoms 1-2, force components in eV/Å:
Br 0.15 0.05 0.07
Br -0.21 0.09 -0.14